The following is a DFT calculation (ωB97M-V/def2-TZVPD) of C25H23N7O2ReS as an isolated structure in a non-equilibrium geometry.

Last column: Mulliken charge in e.
Geometry (Å):
Re -0.47073 -0.18521 -0.40556  0.99
C 0.01430 0.85346 -3.72182  -1.27
C 1.25045 0.39899 -3.01566  0.91
C 2.43365 0.21741 -3.72361  -0.86
C 3.58855 -0.14456 -3.05940  -0.83
C 3.56533 -0.23829 -1.67545  -0.80
C 2.37328 -0.04148 -1.01021  1.47
N 1.21796 0.20227 -1.67893  0.19
C 2.27275 0.02663 0.45768  0.17
C 3.32741 -0.26097 1.29785  -0.62
C 3.16891 -0.06076 2.65876  -1.13
C 1.99256 0.48725 3.11878  -0.79
C 0.94416 0.75103 2.23905  0.87
N 1.06586 0.44685 0.92111  0.14
C -0.22967 1.45529 2.80738  0.33
C -0.64539 1.17534 4.10561  -0.75
C -1.60183 1.99381 4.68405  -0.86
C -2.07708 3.07362 3.97436  -0.51
C -1.62434 3.28725 2.66617  0.74
C -2.10193 4.48663 1.90371  -1.53
N -0.74309 2.46495 2.10810  -0.24
H 0.24565 1.16929 -4.73569  0.51
H -0.73270 0.06104 -3.77899  0.20
H -0.41865 1.69554 -3.18534  0.23
H 2.42932 0.35544 -4.79512  0.46
H 4.50270 -0.33449 -3.60521  0.49
H 4.46881 -0.45959 -1.12750  0.39
H 4.25527 -0.65337 0.90899  0.44
H 3.96551 -0.30293 3.34889  0.49
H 1.87858 0.74948 4.15941  0.59
H -0.23569 0.33008 4.64235  0.60
H -1.93976 1.80850 5.69479  0.47
H -2.78246 3.76544 4.41493  0.45
H -2.15506 5.34974 2.56584  0.49
H -1.44278 4.71815 1.07162  0.31
H -3.11115 4.32065 1.51747  0.27
N -4.16501 1.67545 -1.87834  -0.37
C -3.07178 0.95244 -1.67253  0.94
S -1.72340 1.76121 -0.83872  -0.49
N -3.00430 -0.27429 -2.08856  -1.70
N -1.90067 -0.94379 -1.73376  1.09
C -1.79888 -2.16575 -2.13514  -0.25
C -0.65848 -2.92739 -1.69827  0.76
C -0.42231 -4.22623 -2.13208  -0.98
C 0.69920 -4.89320 -1.66916  -0.43
C 1.52729 -4.25940 -0.75273  -1.01
C 1.21675 -2.97588 -0.33836  -0.01
N 0.16437 -2.31418 -0.81679  0.05
H -4.19613 2.64331 -1.60835  0.21
H -4.97003 1.26206 -2.32360  0.26
H -2.58279 -2.60910 -2.73739  0.47
H -1.11150 -4.68974 -2.82434  0.52
H 0.92217 -5.89381 -2.01318  0.46
H 2.39298 -4.76561 -0.35097  0.47
H 1.79721 -2.48460 0.42936  0.53
O -0.24801 -1.80089 1.88719  -0.43
C -1.43508 -1.48273 1.89283  0.06
O -1.94635 -0.72274 0.98890  -0.63
H -2.13393 -1.82756 2.66556  0.44

Force components x, y, z for each atom (eV/Å):
-1.3 0.4 0.7
0.0 -0.1 0.0
0.0 0.0 -0.1
0.0 0.0 0.1
-0.1 0.0 0.0
0.0 -0.1 0.1
0.1 0.1 -0.3
-0.2 -0.1 0.0
0.0 0.1 0.2
0.0 -0.1 -0.2
-0.1 0.0 0.1
0.0 0.0 -0.1
0.3 0.0 -0.1
0.1 0.2 0.6
-0.6 0.1 0.4
0.2 -0.3 -0.2
0.0 0.0 0.1
0.0 0.0 -0.2
0.0 -0.1 0.4
-0.1 -0.1 -0.1
0.4 0.2 -0.7
0.1 0.0 0.0
0.0 0.0 0.0
0.0 0.0 -0.1
0.0 0.0 0.0
0.0 0.1 0.0
0.0 0.1 0.0
0.0 0.1 0.0
0.0 0.0 0.0
0.0 0.0 0.0
0.0 0.0 0.1
0.0 0.0 0.0
0.0 0.0 0.0
0.0 0.0 0.0
0.1 0.0 0.0
0.0 0.0 0.0
0.0 0.2 0.0
0.3 -0.2 0.2
1.2 -1.0 0.2
-0.9 0.0 -0.4
0.5 -0.1 0.2
-0.3 0.2 0.0
0.3 -0.4 0.1
-0.1 0.2 0.0
0.0 0.1 0.0
-0.1 0.0 -0.1
0.2 -0.2 0.1
-0.4 1.0 -0.1
-0.1 0.0 0.0
0.0 0.0 0.0
0.0 0.1 0.0
0.0 0.0 0.0
0.0 0.0 0.0
0.0 0.0 0.1
0.0 0.0 -0.1
-0.2 0.1 -0.2
0.1 -0.2 0.4
0.5 0.0 -0.9
0.1 0.0 0.0

Properties
- ⟨S²⟩ = 0.809
- total charge = +2
- HOMO-LUMO gap (alpha / beta) (eV) = 6.0 / 6.3
- spin multiplicity = 2
- M (g/mol) = 671.78
- calculated total energy (Eh) = -1976.28221
- HOMO energy (alpha / beta) (eV) = -14.2 / -14.2